DFT (the ωB97M-V functional and the def2-TZVPD basis) results for 14 unconnected molecules or ions with the total composition C27H66N26O16.

XYZ file:
```
135
Properties=species:S:1:pos:R:3:forces:R:3:mulliken_charge:R:1
O 2.47945 -4.85617 4.13131 -0.3 0.5 -0.2 -0.58
C 2.02280 -4.13270 3.27275 -0.2 0.6 -0.2 0.21
C 0.58058 -4.26156 2.74211 1.1 0.8 -1.2 -0.50
C 0.36175 -3.89032 1.45159 -1.0 -0.5 0.1 0.42
C -1.11916 -3.96881 0.90218 1.3 0.8 -0.2 -0.97
C -1.64057 -2.45426 0.81016 0.2 -0.8 0.4 -0.02
C -3.18123 -2.32804 1.16817 1.1 1.2 0.1 -0.51
C -3.34834 -1.78225 2.64114 -0.3 -0.5 -0.1 -0.39
O -4.77758 -1.71497 2.91064 0.5 -0.4 0.3 -0.60
C 1.51355 -3.35465 0.51391 0.4 0.7 1.4 0.26
O 1.53959 -3.53107 -0.67730 -0.3 0.0 0.5 -0.59
C 2.63801 -2.55823 1.26640 0.6 0.4 1.2 0.42
C 3.39613 -1.46491 0.66651 0.5 -0.4 1.1 -0.52
C 4.44029 -0.78994 1.44065 -1.2 -1.8 1.8 -1.18
C 4.66656 -1.21540 2.83218 -1.2 -0.9 -0.5 -0.88
C 3.89475 -2.29294 3.46640 -0.5 0.2 -2.5 -0.58
C 2.88555 -2.97153 2.66262 0.4 1.2 -0.9 0.38
H -0.28409 -4.62975 3.33957 1.2 0.1 -0.2 0.30
H -1.75724 -4.57463 1.60564 0.8 0.5 -0.7 0.43
H -1.08048 -4.45428 -0.11414 -0.3 0.5 1.0 0.29
H -1.04277 -1.87616 1.57271 -0.6 -0.3 -0.8 0.25
H -1.35250 -2.06749 -0.19715 -0.5 -0.1 0.9 0.11
H -3.61435 -1.52394 0.50471 0.1 -1.1 0.6 0.03
H -3.67455 -3.31860 1.01334 0.1 1.0 0.2 0.42
H -2.91179 -0.75741 2.77932 -0.3 -0.9 -0.4 0.16
H -2.89345 -2.45268 3.41713 -0.1 0.4 -0.8 0.39
H -4.97287 -2.04432 3.80008 0.2 0.2 -0.4 0.27
H 3.21915 -1.12277 -0.39296 0.1 -0.6 1.2 0.97
H 5.05445 0.05279 1.03832 -0.8 -0.9 0.2 0.47
H 5.43945 -0.73862 3.48412 -0.8 -0.3 -0.8 0.86
H 4.05991 -2.63807 4.51150 0.1 0.5 -1.0 0.55
C 4.75286 -0.44043 -3.25292 0.3 0.3 -0.5 0.46
O 3.94435 -0.08876 -2.39463 0.0 0.1 0.3 -0.34
N 5.09267 0.34073 -4.29967 -0.5 0.1 0.1 -0.22
N 5.37224 -1.65281 -3.21182 0.0 -0.6 0.2 -0.39
H 5.75241 0.07098 -5.00489 0.1 0.0 0.1 0.13
H 4.65472 1.24937 -4.36280 0.2 0.1 -0.2 0.10
H 5.14112 -2.25781 -2.44237 0.1 0.2 0.1 0.27
H 6.03770 -1.96529 -3.89882 0.1 0.2 0.0 0.12
C -5.43634 1.50394 1.79762 -0.2 -0.6 0.1 0.55
O -4.26051 1.44517 2.13732 0.4 0.4 -0.1 -0.67
N -6.23226 0.41590 1.79518 -0.2 -0.3 -0.1 -0.12
N -6.03364 2.66482 1.39575 0.2 0.6 -0.2 -0.38
H -7.20188 0.42839 1.52486 -0.1 0.1 -0.1 0.24
H -5.79895 -0.45481 2.08430 -0.1 0.2 0.1 0.19
H -5.46606 3.49401 1.38630 -0.1 -0.1 0.0 0.21
H -6.99493 2.72803 1.11595 0.0 -0.1 0.1 0.14
C -10.06058 0.95218 0.23585 0.1 0.1 -0.1 0.60
O -9.23278 0.25565 0.81226 0.1 0.0 0.1 -0.72
N -11.38965 0.88558 0.50898 -0.4 -0.2 0.3 -0.38
N -9.72513 1.84970 -0.72449 0.3 0.3 -0.1 -0.25
H -12.08151 1.44754 0.04672 0.1 0.0 -0.1 0.16
H -11.68093 0.23275 1.21500 0.1 0.1 -0.1 0.22
H -8.75147 1.92975 -0.95755 -0.1 0.0 0.0 0.15
H -10.39359 2.42844 -1.20682 -0.1 -0.1 -0.1 0.25
C 0.13116 1.65136 -3.95917 -0.2 -0.2 0.3 0.65
O -0.18915 2.60045 -4.67239 0.2 0.0 -0.2 -0.76
N 1.43061 1.30068 -3.75402 0.5 0.1 -0.3 -0.13
N -0.75577 0.86964 -3.30933 -0.7 -0.1 -0.6 -0.04
H 1.71420 0.53109 -3.17251 0.1 0.1 0.1 0.09
H 2.13884 1.85148 -4.20992 0.1 0.0 0.4 0.13
H -1.73667 1.08344 -3.41629 0.0 0.0 0.0 0.18
H -0.48779 0.09586 -2.72624 0.1 0.4 0.2 0.09
C -12.62562 3.19353 -3.48756 0.0 0.1 -0.1 0.61
O -11.97378 2.92739 -2.48717 0.0 0.0 0.2 -0.67
N -12.17238 4.03643 -4.45141 0.3 0.2 0.0 -0.40
N -13.85745 2.66820 -3.71829 -0.3 -0.3 0.2 -0.38
H -12.68978 4.26804 -5.27857 0.0 0.0 0.0 0.17
H -11.26396 4.44413 -4.31426 -0.1 0.0 0.0 0.21
H -14.22512 2.03967 -3.02584 0.0 0.1 -0.1 0.21
H -14.40806 2.87290 -4.53095 0.1 0.0 0.0 0.17
C -0.16713 0.78053 0.24303 -0.1 0.2 0.2 0.66
O -0.14444 0.12590 -0.79035 0.3 -0.5 0.2 -0.69
N -1.32724 1.19099 0.80210 -0.4 -0.1 0.0 -0.13
N 0.96087 1.14548 0.91001 0.5 0.0 -0.1 -0.28
H -1.39090 1.72532 1.64916 -0.1 -0.1 0.0 0.11
H -2.17457 0.93383 0.32531 0.0 0.1 0.2 -0.01
H 1.83993 0.85400 0.51884 -0.1 0.0 0.0 0.09
H 0.95861 1.68054 1.75866 -0.1 -0.1 0.0 0.15
C 6.57234 3.22319 -2.11373 -0.2 -0.2 -0.1 0.71
O 7.11263 2.46043 -2.89485 0.2 0.1 0.0 -0.62
N 7.07509 4.45802 -1.82345 0.3 0.4 0.0 -0.42
N 5.41744 2.90614 -1.46439 -0.2 -0.4 0.1 -0.28
H 6.64479 5.09972 -1.18454 0.0 -0.1 0.0 0.15
H 7.92597 4.72583 -2.28501 -0.1 0.0 0.0 0.23
H 5.01426 2.00062 -1.65605 -0.1 0.1 -0.1 0.01
H 4.95447 3.51800 -0.81889 0.0 0.0 -0.1 0.18
C 0.87984 -0.31434 5.99022 -0.1 -0.2 -0.3 0.66
O 0.37859 0.35054 5.09912 0.1 0.1 0.1 -0.61
N 1.51372 -1.49342 5.76009 0.0 -0.2 -0.2 -0.24
N 0.84634 0.07454 7.29919 0.0 0.4 0.4 -0.41
H 1.93256 -2.05362 6.47954 0.0 0.0 0.0 0.19
H 1.55901 -1.81022 4.80604 0.1 0.1 0.1 0.02
H 0.38419 0.94196 7.50633 -0.1 -0.2 0.0 0.24
H 1.25136 -0.45285 8.05044 0.0 0.0 0.0 0.13
C -4.65489 0.31094 -3.35354 0.1 0.0 0.0 0.74
O -3.79375 1.16785 -3.45960 -0.1 0.0 0.1 -0.72
N -5.76101 0.47689 -2.57681 -0.3 0.3 0.2 -0.34
N -4.58290 -0.88460 -4.00136 0.2 -0.3 -0.3 -0.41
H -6.48070 -0.21414 -2.47390 0.1 0.0 0.0 0.13
H -5.84600 1.34764 -2.08222 0.1 -0.1 0.0 0.13
H -3.77863 -1.04214 -4.58369 -0.1 0.0 0.1 0.23
H -5.27893 -1.60249 -3.92741 0.0 0.1 0.0 0.16
C 3.41883 3.34258 -6.50032 -0.3 -0.2 0.0 0.63
O 4.03873 3.05277 -5.48200 0.1 -0.1 0.0 -0.67
N 3.94953 4.12562 -7.48105 0.5 0.3 -0.1 -0.44
N 2.15911 2.90719 -6.73059 0.1 -0.3 0.0 -0.22
H 3.46161 4.37484 -8.32034 0.0 0.0 0.1 0.15
H 4.88454 4.46561 -7.34059 -0.1 0.0 0.0 0.24
H 1.73719 2.32995 -6.02189 -0.4 0.2 -0.1 0.02
H 1.63074 3.12831 -7.55305 0.0 0.1 0.1 0.16
C 3.03636 3.84249 7.04384 0.2 0.0 -0.2 0.53
O 3.92688 4.66925 6.94403 -0.1 0.0 0.1 -0.65
N 1.91470 4.06025 7.78930 -0.3 0.2 0.3 -0.30
N 3.08311 2.63349 6.42190 0.2 -0.3 -0.2 -0.26
H 1.17066 3.39600 7.88467 0.0 0.0 -0.1 0.14
H 1.84437 4.94303 8.26361 0.0 -0.1 -0.1 0.20
H 3.89476 2.43806 5.86296 -0.1 0.0 0.0 0.14
H 2.36069 1.93938 6.49085 0.0 0.0 -0.1 0.17
C 7.77310 -2.39382 5.05966 -0.1 0.0 0.0 0.61
O 6.59625 -2.42201 5.38132 0.0 0.1 0.0 -0.59
N 8.78127 -2.61352 5.94819 0.1 -0.1 0.4 -0.44
N 8.17812 -2.14079 3.78476 -0.1 0.1 -0.4 -0.33
H 9.75377 -2.59515 5.70477 -0.1 0.0 0.0 0.15
H 8.51997 -2.80399 6.89944 0.0 0.0 -0.1 0.22
H 7.46048 -1.97478 3.09979 0.1 -0.1 0.0 0.24
H 9.13896 -2.11323 3.49926 0.0 0.0 0.0 0.16
C 6.61337 -4.94905 -4.86792 0.1 0.1 0.0 0.64
O 7.50644 -4.11924 -4.93745 -0.1 0.1 0.0 -0.65
N 5.48598 -4.74521 -4.13626 -0.2 0.1 0.3 -0.24
N 6.67024 -6.14536 -5.51607 0.2 -0.3 -0.3 -0.40
H 4.73696 -5.40803 -4.06229 0.0 0.0 0.0 0.17
H 5.41632 -3.87102 -3.64719 -0.2 -0.2 -0.1 0.17
H 7.49020 -6.32921 -6.06689 -0.1 0.0 0.1 0.23
H 5.94777 -6.83911 -5.47169 0.0 0.1 0.0 0.16
```
Forces are in eV/Å.

The molar mass comes out at 1010.99 g mol⁻¹. The frontier orbital gap comes out at 7.7 eV. The value obtained for the calculated total energy is -100585.032 eV. Its total charge is 0.